i) The following is a DFT calculation (ωB97M-V/def2-TZVPD) of C5H11NO2 in the gas phase.

Last column: Löwdin charge in e.
CARTESIAN COORDINATES (ANGSTROEM)
C (1.3543, 1.1466, 1.4612)  -0.1207
N (-0.0771, 0.8990, 1.2697)  -0.0906
C (-0.4558, -0.0636, 0.2070)  -0.3477
C (0.1598, 0.2191, -1.1723)  -0.1056
C (-0.8579, 0.3751, -2.2923)  -0.2583
O (-0.5587, 0.3034, -3.4533)  0.0537
C (-0.1522, -1.4706, 0.6804)  -0.2356
O (-0.9079, -2.4437, -0.0313)  -0.0573
H (1.5962, 2.1805, 1.2247)  0.0778
H (1.9655, 0.5578, 0.7797)  0.0734
H (1.6533, 0.8592, 2.4623)  0.0708
H (-0.5533, 1.7773, 1.1372)  0.0967
H (-1.5326, 0.0856, 0.1401)  0.1320
H (0.7897, -0.6009, -1.5004)  0.1223
H (0.7693, 1.1248, -1.2388)  0.1271
H (-1.9239, 0.5292, -2.0131)  0.1232
H (-0.3059, -1.5346, 1.7617)  0.1232
H (0.8861, -1.7230, 0.4895)  0.1196
H (-1.8490, -2.2214, 0.0880)  0.0960

LUMO level: 0.82 eV
SMILES: CN[C@H](CO)CC=O
HOMO-LUMO gap: 0.365 Eh
Highest occupied orbital energy: -9.108 eV

---

ii) The following is a DFT calculation (ωB97M-V/def2-TZVPD) of C5H11NO2 in the gas phase.

Last column: Löwdin charge in e.
CARTESIAN COORDINATES (ANGSTROEM)
C (2.1876, 0.2157, -3.0146)  -0.1007
O (0.9021, 0.1436, -2.4536)  -0.1625
C (0.4292, 1.3604, -1.9062)  -0.4253
C (-0.0728, 2.3054, -2.9915)  -0.0414
C (-0.6749, 1.0114, -0.9180)  -0.0895
C (-0.2863, 0.0181, 0.1254)  -0.3932
N (0.4927, 0.0243, 1.1089)  0.1213
H (2.5114, -0.8084, -3.2339)  0.0938
H (2.1992, 0.7958, -3.9527)  0.0854
H (2.9012, 0.6749, -2.3087)  0.0964
H (1.2525, 1.8467, -1.3547)  0.1494
H (-0.5644, 3.1780, -2.5399)  0.0860
H (0.7606, 2.6733, -3.6047)  0.0779
H (-0.7934, 1.7942, -3.6462)  0.0934
H (-1.0039, 1.9224, -0.3932)  0.1371
H (-1.5421, 0.6215, -1.4746)  0.1286
O (-0.8077, -1.4009, 0.0280)  -0.0616
H (0.3903, -1.0661, 1.4337)  0.1396
H (-1.5414, -1.3860, -0.5970)  0.0653

LUMO level: 0.84 eV
SMILES: [H]/N=C(\O)C[C@H](C)OC
HOMO-LUMO gap: 0.401 Eh
Highest occupied orbital energy: -10.074 eV

---

Computed energies relative to the best structure, in kcal/mol: i) 0.0; ii) 4.5

---

i) The following is a DFT calculation (ωB97M-V/def2-TZVPD) of a 2-piece molecular cluster, C5H11NO2 overall.

Last column: Löwdin charge in e.
CARTESIAN COORDINATES (ANGSTROEM)
O (1.1631, -2.2918, -0.8243)  0.0415
C (0.0852, -1.8654, -1.1766)  -0.2603
C (-0.8966, -1.2643, -0.2163)  -0.1611
C (-1.5011, 0.0498, -0.7304)  -0.1889
C (-0.5570, 1.2489, -0.6313)  -0.2276
C (1.3671, 1.8059, 0.5102)  -0.0390
N (0.2599, 1.2160, 0.5964)  -0.0365
H (-0.1042, -1.8573, -2.2682)  0.1265
H (-0.3977, -1.1803, 0.7311)  0.0835
H (-1.7514, -1.9407, -0.0980)  0.1261
H (-2.3738, 0.2411, -0.1034)  0.1076
H (-1.9401, -0.0274, -1.7248)  0.1110
H (0.0665, 1.3331, -1.5211)  0.1085
H (-1.1310, 2.1780, -0.5563)  0.1183
H (1.7275, 2.3872, -0.3465)  0.0848
H (2.0461, 1.8376, 1.3613)  0.0756
H (0.8045, -0.0569, 2.1472)  -0.0186
H (1.6500, -1.3071, 2.1714)  0.0279
O (1.4828, -0.5061, 2.6795)  -0.0793

LUMO level: 0.84 eV
SMILES: C=NCCCC=O.O
HOMO-LUMO gap: 0.397 Eh
Highest occupied orbital energy: -9.972 eV

---

ii) The following is a DFT calculation (ωB97M-V/def2-TZVPD) of C5H11NO2 as an isolated structure.

Last column: Löwdin charge in e.
CARTESIAN COORDINATES (ANGSTROEM)
C (0.4689, 0.3030, -0.6090)  -0.4106
C (0.1795, 0.1740, 0.8476)  -0.2658
C (2.0724, 0.1073, 0.2727)  -0.0706
C (-2.3962, 0.1198, 0.8440)  -0.1596
C (0.3183, -0.8423, -1.5780)  -0.0110
N (1.3158, -0.5800, 1.3074)  0.0076
O (-1.2241, -0.6453, 0.9462)  -0.1858
O (0.0879, 1.4956, -1.2265)  0.0141
H (0.0921, 2.1983, -0.5554)  0.1050
H (1.1809, -1.5783, 1.1671)  0.1180
H (0.0101, 1.1048, 1.3945)  0.1548
H (2.5773, 1.0195, 0.5902)  0.0971
H (2.7148, -0.5108, -0.3533)  0.0968
H (-3.0419, -0.2599, 0.0373)  0.0838
H (-2.9617, 0.0910, 1.7847)  0.0767
H (-2.2070, 1.1865, 0.6256)  0.0791
H (-0.7317, -0.9449, -1.8650)  0.0902
H (0.6498, -1.7869, -1.1428)  0.0881
H (0.8947, -0.6513, -2.4872)  0.0922

LUMO level: 0.80 eV
HOMO-LUMO gap: 0.348 Eh
Highest occupied orbital energy: -8.662 eV

---

iii) The following is a DFT calculation (ωB97M-V/def2-TZVPD) of C5H11NO2 in the gas phase.

Last column: Löwdin charge in e.
CARTESIAN COORDINATES (ANGSTROEM)
O (-0.2759, 2.0931, 2.0453)  0.0380
C (-0.0833, 1.7567, 0.8905)  -0.5393
N (0.5413, 0.5479, 0.6756)  0.0536
C (0.6215, -0.2541, -0.5281)  -0.1362
C (-0.0494, -1.6574, -0.3549)  -0.3791
C (0.8529, -2.8455, -0.7565)  -0.0455
O (-1.1681, -1.6372, -1.2434)  -0.0444
C (-0.4664, 2.5588, -0.2887)  -0.0038
H (0.9637, 0.1358, 1.4895)  0.1400
H (0.1188, 0.2077, -1.3694)  0.1098
H (1.6834, -0.3918, -0.7568)  0.1158
H (-0.3278, -1.7300, 0.7006)  0.1363
H (1.9154, -2.6346, -0.8866)  0.0682
H (0.7626, -3.6706, -0.0427)  0.0722
H (0.5287, -3.2522, -1.7138)  0.0764
H (-1.8467, -2.1947, -0.8850)  0.0819
H (-1.5494, 2.5604, -0.4353)  0.0966
H (-0.0063, 2.2312, -1.2187)  0.0679
H (-0.2012, 3.6103, -0.1761)  0.0914

LUMO level: 0.78 eV
SMILES: CC(=O)NC[C@H](C)O
HOMO-LUMO gap: 0.372 Eh
Highest occupied orbital energy: -9.348 eV

---

Computed energies relative to the best structure, in kcal/mol: i) 24.7; ii) 67.2; iii) 0.0

---

i) The following is a DFT calculation (ωB97M-V/def2-TZVPD) of C5H11NO2 in the gas phase.

Last column: Löwdin charge in e.
CARTESIAN COORDINATES (ANGSTROEM)
C (-1.4732, 0.2705, -0.2387)  0.0098
C (0.4049, 0.0253, 1.5197)  -0.0039
C (-0.2083, -1.8202, -0.2712)  -0.0216
C (0.9291, 0.3715, -0.7749)  -0.1125
C (0.9118, 1.9414, -0.5114)  -0.6640
H (-2.2186, -0.5809, 0.0438)  0.1037
H (-1.4850, 0.3702, -1.4798)  0.1657
H (-1.5155, 1.2729, 0.2423)  0.1106
H (1.2592, -0.5746, 1.6560)  0.0651
H (0.7456, 1.0562, 1.8748)  0.1218
H (-0.3675, -0.3690, 2.2552)  0.1146
H (0.5371, -2.6343, 0.3267)  0.1688
H (-1.2789, -2.1604, -0.0494)  0.0809
H (-0.3154, -1.8563, -1.3919)  0.1038
H (0.4682, 0.2290, -1.7453)  0.1004
H (1.9213, -0.1392, -0.5658)  0.1555
N (-0.0498, -0.3030, 0.0680)  -0.3660
O (1.5279, 2.3524, 0.4732)  -0.0354
O (0.2071, 2.5484, -1.4314)  -0.0971

LUMO level: 0.10 eV
SMILES: C[N+](C)(C)CC(=O)[O-]
HOMO-LUMO gap: 0.311 Eh
Highest occupied orbital energy: -8.370 eV

---

ii) The following is a DFT calculation (ωB97M-V/def2-TZVPD) of C5H11NO2 in the gas phase.

Last column: Löwdin charge in e.
CARTESIAN COORDINATES (ANGSTROEM)
C (-0.4675, 0.1966, -1.4682)  -0.0918
C (0.8567, 0.0114, -2.2575)  -0.2269
O (1.8577, -0.6645, -1.5371)  -0.0530
C (-0.5089, -0.5054, -0.1735)  -0.4746
N (-0.7197, 0.2273, 1.0029)  -0.1461
C (-1.0499, -0.5581, 2.1773)  -0.0787
C (0.3892, 1.1509, 1.2495)  -0.0624
O (-0.4357, -1.7234, -0.1203)  0.0754
H (-1.3385, -0.1303, -2.0409)  0.1275
H (-0.6994, 1.2527, -1.2940)  0.1095
H (0.5602, -0.5117, -3.1695)  0.1136
H (1.3290, 0.9625, -2.4816)  0.1171
H (1.5664, -1.5354, -1.3231)  0.0640
H (-0.5343, -1.5189, 2.3391)  0.0889
H (-0.7982, 0.0036, 3.0682)  0.0772
H (-2.0884, -0.8990, 2.1399)  0.0920
H (1.3890, 0.6880, 1.2542)  0.1015
H (0.2214, 1.6651, 2.1897)  0.0822
H (0.4709, 1.8887, 0.4449)  0.0846

LUMO level: 0.88 eV
SMILES: CN(C)C(=O)CCO
HOMO-LUMO gap: 0.377 Eh
Highest occupied orbital energy: -9.362 eV

---

iii) The following is a DFT calculation (ωB97M-V/def2-TZVPD) of C5H11NO2 as an isolated structure.

Last column: Löwdin charge in e.
CARTESIAN COORDINATES (ANGSTROEM)
C (0.7049, -0.1331, 0.4725)  -0.5071
C (0.6469, -0.7417, -1.6192)  -0.1423
C (2.1723, -0.1966, 0.8142)  -0.0256
C (-2.3215, 0.6092, 0.4746)  -0.0784
C (-1.1082, 1.2268, -0.2105)  -0.2641
O (-0.0722, -1.1070, 1.1006)  0.0267
O (-0.4801, -0.3837, -2.0978)  -0.0854
N (0.1867, 1.0173, 0.1364)  0.0764
H (0.4836, -1.8550, 1.3465)  0.1037
H (-0.9749, 0.5260, -1.3518)  0.1160
H (1.5571, -0.2282, -1.9445)  0.1022
H (0.7539, -1.7730, -1.2717)  0.1029
H (-1.2658, 2.2631, -0.5130)  0.1112
H (2.7108, 0.5839, 0.2832)  0.0862
H (2.3090, -0.0497, 1.8887)  0.0886
H (2.5974, -1.1683, 0.5495)  0.0822
H (-3.2194, 0.8855, -0.0798)  0.0722
H (-2.2570, -0.4733, 0.5307)  0.0611
H (-2.4236, 0.9977, 1.4913)  0.0736

LUMO level: 0.61 eV
HOMO-LUMO gap: 0.348 Eh
Highest occupied orbital energy: -8.846 eV

---

Computed energies relative to the best structure, in kcal/mol: i) 67.1; ii) 0.0; iii) 50.4

---

i) The following is a DFT calculation (ωB97M-V/def2-TZVPD) of C5H11NO2 in the gas phase.

Last column: Löwdin charge in e.
CARTESIAN COORDINATES (ANGSTROEM)
O (1.1708, 0.3578, -3.4004)  0.1175
C (0.9179, 0.3846, -2.2318)  -0.5222
O (-0.0711, 1.1253, -1.7173)  0.0918
C (1.5928, -0.4433, -1.1259)  -0.1278
C (1.4047, -0.2286, 0.3747)  -0.1708
C (-0.0833, -0.5399, 0.9115)  -0.2364
C (-2.1996, 0.2475, 1.6303)  -0.1394
N (-0.8115, 0.6997, 1.2542)  -0.1048
H (-0.8686, 1.1478, -2.2727)  0.1386
H (2.6952, -0.3354, -1.2672)  0.1282
H (1.5401, -1.4699, -1.4628)  0.1178
H (2.1512, -0.8965, 0.9441)  0.1277
H (1.6964, 0.7752, 0.6575)  0.0990
H (-0.4455, -1.0810, 0.0415)  0.1040
H (0.0674, -1.1081, 1.7992)  0.0959
H (-2.4139, 0.4822, 2.6982)  0.0727
H (-2.9683, 0.5601, 0.9418)  0.0644
H (-2.1943, -0.8880, 1.7572)  0.0833
H (-1.1805, 1.2105, 0.4677)  0.0606

LUMO level: 0.54 eV
SMILES: CNCCCC(=O)O
HOMO-LUMO gap: 0.362 Eh
Highest occupied orbital energy: -9.306 eV

---

ii) The following is a DFT calculation (ωB97M-V/def2-TZVPD) of C5H11NO2 in the gas phase.

Last column: Löwdin charge in e.
CARTESIAN COORDINATES (ANGSTROEM)
C (-0.3967, -1.6055, -0.9195)  -0.4064
C (-0.1240, -0.0057, -0.6586)  -0.1655
C (-0.7089, 2.4407, 0.6148)  -0.0193
C (0.8888, -2.3864, -0.6894)  -0.0500
C (0.3749, 1.4451, 0.9555)  -0.4618
O (0.0920, 0.0707, 0.7316)  -0.0836
O (-1.4052, -1.9735, -0.0408)  -0.0422
N (1.4242, 1.6708, 1.6126)  0.1703
H (-1.1479, -1.5847, 0.8373)  0.1139
H (-0.7777, -1.7172, -1.9402)  0.1396
H (1.4414, 2.5703, 2.0793)  0.0573
H (0.7266, 0.2754, -1.2867)  0.1324
H (-1.0626, 0.4706, -0.9672)  0.1178
H (-1.6975, 2.0021, 0.7638)  0.0904
H (-0.6145, 3.3108, 1.2471)  0.0755
H (-0.6204, 2.7479, -0.4430)  0.0924
H (1.2746, -2.1859, 0.3078)  0.0815
H (0.6927, -3.4525, -0.7860)  0.0795
H (1.6401, -2.0931, -1.4185)  0.0781

LUMO level: 0.81 eV
SMILES: [H]/N=C(\C)OC[C@@H](C)O
HOMO-LUMO gap: 0.393 Eh
Highest occupied orbital energy: -9.892 eV

---

Computed energies relative to the best structure, in kcal/mol: i) 2.7; ii) 0.0

---

i) The following is a DFT calculation (ωB97M-V/def2-TZVPD) of a 2-piece molecular cluster, C6H12O2 overall.

Last column: Löwdin charge in e.
CARTESIAN COORDINATES (ANGSTROEM)
C (-1.3301, 0.2597, 0.0296)  -0.4460
C (-0.9738, 1.5905, -0.0783)  0.0445
C (-1.7362, -0.5433, -1.1771)  -0.0479
C (1.7626, 0.1812, 1.3788)  -0.0446
C (1.1892, -0.2593, 0.0548)  -0.4339
C (1.2288, -1.5690, -0.3087)  0.0376
O (-2.2141, -0.0776, 1.0553)  0.0195
O (1.5519, 0.7207, -0.9473)  -0.0401
H (-2.0385, 0.4529, 1.8402)  0.0979
H (1.7497, 0.2568, -1.7755)  0.0976
H (-0.0995, 2.1216, 0.2496)  0.0471
H (-1.6812, 2.4070, -0.1264)  0.0608
H (-0.9479, -0.4752, -1.9232)  0.0719
H (-1.8261, -1.5953, -0.9077)  0.0786
H (-2.7020, -0.2303, -1.5715)  0.0876
H (2.8504, 0.1412, 1.3503)  0.0881
H (1.5661, 1.2409, 1.5472)  0.0704
H (1.3604, -0.4220, 2.1880)  0.0842
H (1.1115, -1.8774, -1.3367)  0.0619
H (1.1789, -2.3228, 0.4585)  0.0649

LUMO level (spin up / spin down): 0.37 / 0.03 eV
SMILES: C=C(C)O.C=C(C)O
HOMO-LUMO gap (spin up / spin down): 0.315 / 0.251 Eh
Highest occupied orbital energy (spin up / spin down): -8.206 / -6.806 eV

---

ii) The following is a DFT calculation (ωB97M-V/def2-TZVPD) of a 2-piece molecular cluster, C6H12O2 overall.

Last column: Löwdin charge in e.
CARTESIAN COORDINATES (ANGSTROEM)
O (-2.4370, -1.2660, 0.1996)  -0.1825
C (-2.5886, 0.0553, 0.0701)  -0.3973
C (-1.4323, 0.8691, 0.7452)  -0.1582
C (-0.3765, 1.4543, -0.1080)  0.0145
C (0.8880, 0.8986, -0.1802)  -0.1222
C (1.5644, -0.0605, 0.5529)  -0.0517
C (2.9713, -0.4446, 0.1011)  -0.0595
H (-3.5524, 0.4047, 0.4973)  0.1141
H (-1.8219, 1.4990, 1.5488)  0.1328
H (-0.9026, 0.0562, 1.2854)  0.1043
H (-2.6695, 0.3645, -1.0129)  0.1153
H (-0.8985, 1.9044, -0.9514)  0.1282
H (1.4655, 1.0784, -1.1199)  0.1263
H (1.2758, -0.0780, 1.6092)  0.1252
H (3.6525, -0.5858, 0.9359)  0.0799
H (3.3712, 0.2550, -0.6444)  0.0853
H (2.8601, -1.4124, -0.4134)  0.0964
H (-1.2451, -1.7107, -0.7977)  -0.0086
H (0.3035, -1.4245, -0.9488)  -0.0454
O (-0.4282, -1.8569, -1.3687)  -0.0972

LUMO level: -2.88 eV
HOMO-LUMO gap: 0.197 Eh
Highest occupied orbital energy: -8.244 eV

---

iii) The following is a DFT calculation (ωB97M-V/def2-TZVPD) of C6H12O2 in the gas phase.

Last column: Löwdin charge in e.
CARTESIAN COORDINATES (ANGSTROEM)
O (-1.4657, -0.0388, -1.7862)  0.1393
C (-1.6880, -0.0352, -0.6371)  -0.4797
O (-3.0492, -0.2512, -0.2975)  0.0183
C (-0.9836, -0.0567, 0.7175)  -0.1151
C (0.2873, -0.7538, 0.4887)  -0.2341
C (1.1590, 0.0664, -0.4721)  -0.2299
C (2.2994, 0.8573, 0.2549)  -0.2783
C (3.0231, 0.2266, 1.4694)  -0.1370
H (-3.6626, -0.1490, -1.0326)  0.1028
H (-0.9662, 0.8831, 1.1536)  0.1081
H (-1.7450, -0.7300, 1.2727)  0.1566
H (0.2024, -1.7508, -0.0371)  0.1353
H (0.8580, -1.0168, 1.4352)  0.1168
H (0.6298, 0.8393, -1.1428)  0.1202
H (1.6862, -0.6336, -1.3320)  0.1530
H (3.0695, 1.1991, -0.5217)  0.1210
H (1.7600, 1.7268, 0.6150)  0.0850
H (2.4207, 0.0070, 2.3176)  0.0288
H (3.7906, 0.9044, 1.9295)  0.0759
H (3.4913, -0.7878, 1.0851)  0.1131

LUMO level: 0.84 eV
SMILES: CCCCCC(=O)O
HOMO-LUMO gap: 0.410 Eh
Highest occupied orbital energy: -10.320 eV

---

Computed energies relative to the best structure, in kcal/mol: i) 95.0; ii) 99.9; iii) 0.0

---

i) The following is a DFT calculation (ωB97M-V/def2-TZVPD) of a 2-piece molecular cluster, C2H7N2OS overall.

Last column: Löwdin charge in e.
CARTESIAN COORDINATES (ANGSTROEM)
C (-1.3662, -0.5277, -0.2084)  -0.7876
C (-0.7488, 1.6537, 0.4174)  -0.0356
N (1.8859, -0.8669, -0.1491)  0.2813
N (-0.4778, 0.3198, -0.0834)  -0.0354
O (-1.4301, -1.7186, -0.6757)  -0.2589
S (-2.9837, -1.1185, -0.2533)  1.0650
H (0.1433, 1.8070, 1.0894)  0.1167
H (-0.8318, 2.2153, -0.4250)  0.0617
H (-1.6862, 1.6229, 0.8995)  0.0766
H (1.0033, -0.3167, 0.0446)  0.0556
H (2.0415, -1.6509, 0.4796)  0.1481
H (2.5653, -0.1534, -0.0040)  0.1273
H (1.8854, -1.2661, -1.1313)  0.1850

LUMO level: -4.14 eV
Charge: +1
HOMO-LUMO gap: 0.343 Eh
Highest occupied orbital energy: -13.463 eV

---

ii) The following is a DFT calculation (ωB97M-V/def2-TZVPD) of C2H7N2OS as an isolated structure.

Last column: Löwdin charge in e.
CARTESIAN COORDINATES (ANGSTROEM)
C (0.4615, 0.5685, 0.3219)  -0.4046
C (-0.2821, -0.4489, -0.5935)  -0.6562
N (0.7506, 1.8005, 0.0040)  0.2543
N (-0.0205, -1.7683, -0.2621)  -0.0152
O (0.7442, 0.1363, 1.4809)  0.2248
S (-2.1480, -0.1083, -0.4974)  0.8024
H (-0.0069, 0.2298, -1.8361)  0.2050
H (0.7111, 2.1492, -0.9530)  0.1474
H (1.0899, 2.5550, 0.6481)  0.1890
H (0.5230, -0.7180, 1.7313)  0.1123
H (-0.5985, -2.5504, -0.6656)  0.1316
H (0.9559, -2.1896, -0.1204)  0.1537
H (-2.1804, 0.3442, 0.7420)  -0.1443

LUMO level: -4.32 eV
Charge: +1
HOMO-LUMO gap: 0.350 Eh
Highest occupied orbital energy: -13.860 eV

---

Computed energies relative to the best structure, in kcal/mol: i) 20.0; ii) 0.0